# 1
A molecular structure, C28H46BeBrN3P2S in a non-equilibrium geometry. Source: the OMol25 dataset; level of theory: ωB97M-V/def2-TZVPD.

As for the largest force on an atom: 2.3 eV/Å. As for the energy above the lowest of the compared OMol25 structures with the same formula, charge and spin: 5.3 kcal per mole. For the orbital gap (alpha / beta), the calculation gives 0.1732 / 0.1887 Eh.

```
! RIJCOSX wB97M-V def2-TZVPD def2/J DEFGRID3
* xyz 2 1
C -0.3642 2.1886 -7.9237
C -1.1041 2.4058 -6.7491
C -2.3583 3.0411 -6.8465
C -2.7940 3.4605 -8.1083
N -2.0710 3.2628 -9.2103
C -0.8922 2.6459 -9.1363
C -0.5898 1.9891 -5.4704
C -0.2498 1.7235 -4.3321
C 0.1302 1.2780 -3.0629
C 0.5632 -0.0487 -2.9778
C 0.7103 -0.6129 -1.7191
C 0.5260 0.2141 -0.6221
C 0.1912 1.5429 -0.6822
C -0.0566 2.0957 -1.9365
Be 1.4592 -0.5182 0.5871
P 0.2287 -2.3270 0.8959
H -2.9863 3.2197 -5.9736
H 0.6036 1.6850 -7.9173
H -3.7536 3.9704 -8.2223
H -0.3389 2.5073 -10.0682
H -0.3982 3.1247 -2.0721
H 0.7282 -0.6359 -3.8838
H 0.1197 2.1285 0.2324
H 1.0093 -1.6628 -1.6569
C 0.3760 -2.9806 2.6037
C -0.8872 -3.5642 3.2306
H 0.7316 -2.1232 3.1959
H 1.1922 -3.7208 2.5883
H -0.6148 -4.1027 4.1459
H -1.5954 -2.7788 3.5183
H -1.3949 -4.2753 2.5696
C -1.5591 -1.9410 0.6143
C -2.1386 -2.2279 -0.7697
H -1.6379 -0.8652 0.8296
H -2.1454 -2.4554 1.3902
H -3.1047 -1.7127 -0.8592
H -1.4958 -1.8543 -1.5772
H -2.3201 -3.3002 -0.9266
C 0.5801 -3.7796 -0.1803
C -0.1597 -5.0638 0.1858
H 1.6692 -3.9330 -0.1270
H 0.3572 -3.4940 -1.2175
H 0.0785 -5.8317 -0.5613
H 0.1509 -5.4506 1.1633
H -1.2505 -4.9387 0.1822
Br 0.8244 0.4152 2.4285
P -2.2161 2.7461 2.5029
C -2.5757 0.9573 2.4770
C -3.6122 0.6091 3.5465
H -1.6208 0.4318 2.6407
H -2.9427 0.6904 1.4756
H -4.0892 -0.3500 3.3195
H -3.1486 0.5347 4.5366
H -4.3941 1.3784 3.5859
C -0.6372 3.1495 3.3339
C -0.6772 4.5120 4.0365
H 0.1744 3.1032 2.5930
H -0.4492 2.3573 4.0741
H 0.2336 4.6428 4.6294
H -0.7384 5.3322 3.3151
H -1.5385 4.5680 4.7097
C -2.0819 3.2519 0.7575
C -3.3587 3.9573 0.2962
H -1.9168 2.3585 0.1467
H -1.2037 3.9049 0.6527
H -3.1947 4.4202 -0.6820
H -4.1788 3.2375 0.1976
H -3.6547 4.7342 1.0092
C 4.8578 -3.4343 2.8908
N 4.3442 -2.7535 1.7088
C 4.3951 -1.4298 1.5014
S 3.5036 -0.7218 0.2048
N 5.2461 -0.6838 2.2602
C 6.6612 -1.0487 2.4492
H 4.9762 -2.7259 3.7133
H 5.8238 -3.8980 2.6641
H 4.1519 -4.2186 3.1769
H 3.7128 -3.2481 1.0833
H 5.1068 0.3140 2.0952
H 7.2977 -0.3081 1.9494
H 6.8893 -1.0276 3.5210
H 6.8864 -2.0431 2.0556
*
```

Atomic partial charges in e from the Mulliken method, atoms 1 to 5: -0.44, 0.61, -0.38, -0.36, -0.54

# 2
A molecular structure, C8H24FO8Y in a non-equilibrium geometry. Source: the OMol25 dataset; level of theory: ωB97M-V/def2-TZVPD.

As for the largest force on an atom: 3.9 eV/Å. As for the energy above the lowest of the compared OMol25 structures with the same formula, charge and spin: 344.0 kcal per mole. For the orbital gap, the calculation gives 0.0559 Eh.

```
! RIJCOSX wB97M-V def2-TZVPD def2/J DEFGRID3
* xyz 2 1
Y 1.4132 1.1156 5.2761
F 0.3189 0.5281 2.1818
C 5.5033 0.9156 3.1200
C 4.9484 -0.5007 2.7846
O 4.0193 -0.8897 3.7498
O 4.3451 1.6734 3.2310
H 6.0859 1.3423 2.3035
H 6.0996 1.0850 4.0166
H 5.8615 -1.0730 2.6210
H 4.4031 -0.4473 1.8424
H 3.7492 -1.8026 3.6260
H 4.5341 2.5777 2.9700
C -0.4132 4.1876 -3.4159
C 0.0396 3.0425 -2.5132
O -0.9256 2.3431 -1.7364
O 0.4941 4.3666 -4.4973
H -0.5498 5.0845 -2.8117
H -1.3511 3.9072 -3.8953
H 0.8405 3.3429 -1.8376
H 0.5534 2.3232 -3.1510
H -0.4554 2.0682 -0.9458
H 0.7946 3.5139 -4.8200
C -0.6708 -3.7054 0.3923
C 0.7013 -4.4813 0.6297
O 0.3391 -5.4928 1.5244
O -1.1076 -3.1183 1.6263
H -1.3309 -4.5450 0.1745
H -0.7109 -2.9737 -0.4146
H 1.6019 -3.9347 0.9097
H 0.9911 -4.8215 -0.3645
H 0.9191 -6.2496 1.4129
H -0.7180 -2.2418 1.6650
C -5.5998 0.5425 -2.1822
C -5.2003 -0.4567 -1.0760
O -4.6501 0.3968 -0.0533
O -4.4530 1.0456 -2.8781
H -6.2486 1.3823 -1.9333
H -6.2297 0.0180 -2.9007
H -4.3441 -1.0752 -1.3453
H -6.0677 -0.9312 -0.6172
H -3.8269 0.7705 -0.3764
H -3.7028 1.1674 -2.2917
*
```

Atomic partial charges in e from the natural (NBO) method, atoms 1 to 5: 2.24, -0.74, -0.09, -0.09, -0.77